(1)
{
  "formula": "C5H5FN2",
  "method": "ωB97M-V with the def2-TZVPD basis set",
  "species": ["C", "C", "C", "C", "C", "N", "N", "F", "H", "H", "H", "H", "H"],
  "coordinates": [[-0.560, 0.928, -0.500], [-1.921, -0.088, 0.983], [0.002, -0.251, 0.045], [2.267, -1.287, 0.531], [1.248, -0.744, 0.000], [-0.890, -0.839, 0.927], [-1.799, 1.059, 0.109], [1.754, 1.979, 0.407], [-0.205, 1.670, -1.131], [-2.737, -0.302, 1.653], [2.656, -0.746, 1.420], [2.579, -2.305, 0.133], [-2.684, 1.455, -0.196]],
  "forces_ev_per_a": [[-2.217, -0.360, 2.050], [0.860, 0.509, -0.884], [-0.328, 0.528, -0.810], [0.921, -1.861, -0.352], [-0.440, 1.452, 0.823], [-0.562, -0.245, 0.671], [0.931, -2.521, 0.434], [-0.776, -0.683, -0.313], [0.885, 0.947, -1.165], [-0.372, 0.406, -0.207], [0.152, -0.484, -0.802], [0.094, 1.508, 0.780], [0.854, 0.803, -0.224]],
  "e_homo_ha": [-0.299, -0.299],
  "charge": 0,
  "energy_ev": -10958.6568
}

(2)
{
  "formula": "C5H5FOS",
  "method": "ωB97M-V with the def2-TZVPD basis set",
  "species": ["C", "C", "C", "C", "C", "H", "H", "H", "H", "H", "O", "F", "S"],
  "coordinates": [[1.530, 1.428, 1.086], [0.868, 0.247, 0.395], [-0.445, 0.184, 0.204], [-1.064, -0.993, -0.574], [-1.514, 1.278, 0.690], [0.346, 2.540, 0.929], [2.690, 1.759, 0.653], [1.490, 1.115, 2.354], [-2.158, -1.059, -0.341], [-2.603, 1.057, 0.379], [-1.048, 2.442, 1.042], [1.771, -0.631, 0.114], [-0.224, -2.008, -1.509]],
  "forces_ev_per_a": [[-0.529, 1.790, 1.489], [2.801, 4.230, 2.583], [-4.949, -1.259, -0.847], [0.412, 1.471, 1.688], [4.825, 2.061, -1.678], [2.511, -2.937, 0.550], [-3.551, -1.479, 1.461], [0.404, 1.226, -3.772], [0.761, -0.301, -0.609], [1.492, 0.577, 0.995], [-3.453, -3.786, -0.709], [0.063, -1.679, -1.197], [-0.787, 0.085, 0.045]],
  "e_homo_ha": -0.323,
  "charge": 0,
  "energy_ev": -20860.3191
}

(3)
{
  "formula": "C5H5FOS",
  "method": "ωB97M-V with the def2-TZVPD basis set",
  "species": ["F", "C", "C", "O", "C", "C", "C", "S", "H", "H", "H", "H", "H"],
  "coordinates": [[0.744, 2.370, 0.071], [0.128, 1.115, 0.059], [-1.149, 1.129, -0.377], [-1.983, 0.023, -0.396], [-1.370, -1.151, -0.132], [-0.103, -1.236, 0.298], [0.771, -0.115, 0.377], [2.363, -0.459, -0.453], [-1.758, 1.961, -0.833], [-1.928, -2.172, -0.216], [0.391, -2.204, 0.394], [1.043, -0.081, 1.427], [2.851, 0.821, -0.218]],
  "forces_ev_per_a": [[-0.038, -1.938, 0.182], [-3.168, 2.810, -2.120], [-0.531, 0.802, -0.527], [0.087, -0.307, -0.245], [0.685, -2.829, 0.770], [-1.912, -1.776, -1.692], [2.871, 0.709, 2.506], [0.548, 1.315, -0.321], [1.296, -0.594, 1.004], [0.357, 2.592, -0.079], [-0.513, 0.101, 0.233], [0.559, 0.251, 0.501], [-0.241, -1.137, -0.212]],
  "e_homo_ha": -0.317,
  "charge": 0,
  "energy_ev": -20863.8467,
  "smiles": "FC1=COC=C[C@H]1S"
}

(4)
{
  "formula": "C5H5HoO6",
  "method": "ωB97M-V with the def2-TZVPD basis set",
  "species": ["O", "C", "C", "O", "O", "C", "Ho", "H", "H", "C", "O", "C", "O", "O", "H", "H", "H"],
  "coordinates": [[-4.110, -3.846, -1.665], [-1.275, 0.923, -1.202], [-4.252, -5.051, -1.924], [-0.709, 1.824, -0.783], [-1.820, 0.004, -1.675], [-5.077, -5.918, -1.148], [-2.637, -2.182, -2.255], [-5.370, -6.883, -1.562], [-5.466, -5.530, -0.206], [-2.967, -5.982, -2.179], [-1.919, -5.866, -1.210], [-1.099, -4.854, -1.202], [-1.259, -3.815, -1.843], [-0.102, -5.064, -0.402], [-2.585, -5.661, -3.158], [-3.158, -7.053, -2.265], [0.414, -4.255, -0.265]],
  "forces_ev_per_a": [[1.104, 3.725, -1.187], [2.391, 3.807, 1.491], [1.623, -4.466, 3.289], [-0.996, -1.403, -0.525], [-1.723, -3.329, -1.131], [-1.338, 0.971, -1.003], [-0.137, -1.203, 0.759], [0.167, 0.015, 0.428], [-0.222, -0.266, -0.052], [0.036, 0.972, -2.563], [-0.215, 0.592, 0.096], [0.867, -3.017, 2.278], [-1.104, 3.345, -1.575], [-0.957, 0.258, -0.593], [0.263, -0.264, 0.018], [-0.300, 0.266, 0.217], [0.542, -0.004, 0.053]],
  "e_homo_ha": [-0.788, -0.839],
  "charge": 3,
  "energy_ev": -43315.7069,
  "multiplicity": 6,
  "s2": 8.76
}

Taking the records one at a time from the top gives ΔE to the lowest compared entry with this formula, charge and spin values of 103.1; 129.8; 48.4; 0.0 kcal per mole.